Record 1
{"formula": "C5H4Cl3NO", "method": "the ωB97M-V functional and the def2-TZVPD basis", "species": ["C", "C", "C", "C", "C", "N", "O", "Cl", "Cl", "Cl", "H", "H", "H", "H"], "xyz": [[0.99096, 1.13671, -0.96329], [-0.17999, -0.76153, -1.90677], [-1.77572, -1.06190, 0.57595], [0.08920, 0.01667, -0.89134], [-0.60579, -0.03019, 0.42106], [1.85641, 1.88826, -0.77647], [-0.39060, -1.53522, -2.73050], [3.93637, 1.20240, 1.45663], [-1.49595, 1.73601, 0.64944], [0.43395, -0.20456, 1.73115], [3.11105, 1.59587, 0.50823], [-1.14337, -2.00508, 0.51396], [-2.63289, -1.04763, -0.13200], [-2.19363, -0.92981, 1.54397]], "atomic_forces_ev_per_a": [[1.65, -0.16, 0.10], [-0.24, -1.25, -0.81], [1.95, -0.65, -1.28], [0.39, 2.15, 0.80], [-4.09, 0.98, -0.43], [-1.50, -0.61, -0.68], [0.00, 0.45, 0.16], [-0.24, 0.12, -0.29], [0.75, -1.45, -0.34], [1.35, -0.10, 1.24], [0.48, -0.12, 0.47], [-1.47, 0.49, 0.18], [1.04, 0.24, 0.00], [-0.09, -0.09, 0.88]], "largest_force_ha_per_bohr": 0.082, "total_energy_ha": -1703.44000, "smiles": "CC(Cl)(Cl)C(=C=O)C#N.Cl", "homo_ev": -10.58}

***

Record 2
{"formula": "C5H4ClN2", "method": "the ωB97M-V functional and the def2-TZVPD basis", "species": ["C", "C", "C", "C", "C", "N", "N", "Cl", "H", "H", "H", "H"], "xyz": [[1.07524, -1.31461, 0.16184], [2.00775, -0.71477, -0.58930], [1.42547, 0.53310, -0.85204], [-0.58978, 0.34889, 0.19963], [-1.92640, 0.34748, 0.83763], [0.19872, 0.96971, -0.56424], [0.00412, -1.14934, 0.66551], [-3.08214, 0.15164, -0.52909], [3.01394, -1.17075, -0.78999], [1.98950, 1.35105, -1.28733], [-2.17321, 1.21713, 1.33195], [-1.94320, -0.56950, 1.41542]], "atomic_forces_ev_per_a": [[-3.11, 0.01, 1.63], [1.53, 0.04, -0.55], [1.71, 1.02, -1.16], [1.29, -1.62, 0.15], [-0.14, -1.66, -2.11], [-1.54, -1.18, 1.92], [1.36, 0.24, -1.14], [0.12, 0.05, 0.25], [-1.04, 1.24, -0.12], [0.56, -0.49, -0.43], [-0.32, 1.88, 1.21], [-0.43, 0.47, 0.34]], "largest_force_ha_per_bohr": 0.068, "total_energy_ha": -762.22986, "charge": 1, "smiles": "ClCC1=[N+]=C=CC=N1", "homo_ev": -15.33}

***

Record 3
{"formula": "C5H4CuNO5", "method": "the ωB97M-V functional and the def2-TZVPD basis", "species": ["O", "C", "Cu", "C", "O", "C", "O", "C", "O", "C", "O", "H", "N", "H", "H", "H"], "xyz": [[-3.20073, -2.27180, 1.46076], [-2.31665, -1.67264, 1.06006], [0.27452, 0.17091, -0.10029], [1.90718, 1.32615, -1.26150], [2.62502, 2.08646, -1.72057], [-1.06815, 0.82305, -1.45533], [-0.95653, 1.38957, -2.51125], [-0.93072, 1.56800, 0.45759], [-1.33229, 2.64967, 0.71660], [0.43986, -1.74310, -1.18425], [1.14089, -2.30697, -1.91127], [-1.91634, 0.11412, -1.24489], [1.21637, -0.45438, 1.68810], [1.46989, 0.34423, 2.26496], [2.05312, -0.99143, 1.49532], [0.59456, -1.03184, 2.24596]], "atomic_forces_ev_per_a": [[1.94, 1.31, -0.88], [-1.98, -1.33, 0.91], [0.90, -0.33, 0.30], [1.95, 1.99, -0.96], [-1.98, -2.10, 1.17], [-1.24, 0.00, -4.22], [0.09, -0.76, 2.37], [-1.54, 5.63, 3.35], [1.56, -4.77, -1.74], [2.97, -1.82, -2.78], [-2.80, 1.91, 2.74], [0.01, 0.32, -0.13], [-0.15, 0.14, -0.29], [0.10, -0.13, -0.04], [0.14, -0.04, 0.22], [0.04, -0.04, -0.02]], "largest_force_ha_per_bohr": 0.131, "spin_multiplicity": 2, "total_energy_ha": -2264.02244, "charge": 1, "homo_ev": [-12.26, -14.18]}

***

Record 4
{"formula": "C5H4F14Li2N3O13S6", "method": "the ωB97M-V functional and the def2-TZVPD basis", "species": ["Li", "Li", "N", "S", "O", "O", "F", "S", "O", "O", "F", "N", "S", "O", "O", "F", "S", "O", "O", "F", "N", "S", "O", "O", "F", "S", "O", "O", "F", "C", "C", "C", "F", "F", "F", "F", "O", "C", "C", "F", "F", "F", "F", "H", "H", "H", "H"], "xyz": [[-1.37550, 0.93694, 2.18320], [-0.84352, 3.86071, 4.42194], [-2.85619, -5.29286, 1.79363], [-3.68886, -3.90035, 1.11502], [-4.75695, -4.07129, 0.18868], [-3.01294, -2.57825, 1.10184], [-4.54901, -3.67558, 2.48096], [-2.34789, -5.68427, 0.39620], [-1.38675, -4.81015, -0.26381], [-3.18548, -6.61928, -0.36463], [-1.28862, -6.71160, 1.03473], [0.73878, 0.99860, 4.73172], [0.60325, -0.25705, 5.88529], [1.27781, -0.06047, 7.19917], [0.54057, -1.57165, 5.22242], [-0.92428, -0.06424, 6.32201], [2.30580, 0.92049, 4.90462], [3.11285, -0.30724, 4.87546], [2.85786, 1.95892, 5.78658], [2.59738, 1.44363, 3.41152], [-3.13690, 3.60433, 1.87864], [-4.80413, 3.66606, 2.20643], [-5.83438, 3.01492, 1.35795], [-5.17842, 4.76816, 3.08454], [-4.66005, 2.52619, 3.27918], [-3.42441, 4.37397, 0.54849], [-4.35400, 5.50075, 0.38142], [-3.44480, 3.37488, -0.51605], [-1.87957, 4.72901, 0.34561], [3.09761, 0.52075, -4.98269], [4.60245, 0.16164, -4.75239], [5.19562, 1.03940, -3.64460], [6.44801, 0.64218, -3.53500], [5.15747, 2.41985, -3.81041], [4.64955, -1.18593, -4.44672], [5.29853, 0.40904, -5.90103], [2.40676, 0.49955, -3.71194], [1.64130, -0.69650, -3.29391], [0.44375, -0.95913, -4.27978], [-0.48323, -1.80212, -3.87126], [-0.27840, 0.12532, -4.47528], [2.42584, -1.74843, -3.26236], [1.12606, -0.45779, -2.07150], [2.59240, -0.00923, -5.79015], [3.21746, 1.57395, -5.23669], [4.71272, 0.83321, -2.68942], [0.64445, -1.43907, -5.23763]], "atomic_forces_ev_per_a": [[-0.28, -0.48, -0.25], [0.01, -0.16, 0.06], [-2.80, 4.60, -1.28], [-1.45, 4.06, 4.88], [0.76, -0.84, -0.83], [-0.11, -2.88, -0.44], [0.34, -0.39, -0.15], [4.25, -5.92, -2.76], [-2.06, 0.08, -0.04], [0.91, 2.26, 0.63], [0.29, -0.71, 0.06], [-0.75, -2.41, 2.41], [-2.82, -4.14, 2.60], [-1.24, -0.16, -3.79], [0.54, 3.11, 1.42], [0.15, 0.72, -0.56], [7.76, 2.92, -1.26], [-2.67, 1.45, 0.32], [-1.55, -1.31, -1.54], [-0.15, 0.56, -0.07], [-3.36, 1.22, 1.52], [-4.63, -2.52, 4.51], [3.17, 2.35, 0.86], [0.79, -0.71, -1.95], [0.52, -1.13, 0.98], [2.77, -1.27, -8.15], [2.41, -1.62, 1.57], [-1.23, 1.20, 0.80], [0.45, 2.12, 0.46], [1.03, 0.54, 1.05], [-2.39, -0.12, -1.05], [-0.65, -0.19, 1.43], [1.83, 0.10, 0.05], [-0.14, -1.50, -0.72], [0.99, 1.38, -0.06], [-0.22, -0.45, 0.35], [-1.24, -1.75, 0.58], [-0.42, 1.99, -1.49], [-0.23, -0.76, -1.14], [-0.60, -2.14, 2.35], [0.24, 2.62, -0.38], [0.26, -0.58, 0.29], [0.80, 0.21, -0.74], [0.28, -0.23, 0.14], [-0.77, 0.14, -0.15], [-0.32, 0.07, -0.11], [1.54, 0.67, -0.36]], "largest_force_ha_per_bohr": 0.169, "total_energy_ha": -5137.45389, "charge": -1, "homo_ev": -6.91}

***

Record 5
{"formula": "C5H4F2N2O", "method": "the ωB97M-V functional and the def2-TZVPD basis", "species": ["C", "C", "C", "C", "C", "N", "N", "O", "F", "F", "H", "H", "H", "H"], "xyz": [[-0.81998, 1.46462, -0.59246], [0.45535, 0.81914, -0.62793], [-1.80937, 0.87482, 0.12347], [0.56984, -0.31016, 0.06088], [-0.39452, -1.00623, 0.84541], [-1.60587, -0.28133, 0.79131], [2.64888, -1.49319, -0.00405], [-0.32979, -2.02510, 1.48349], [3.50518, -0.43361, 0.03683], [2.65501, -1.84629, -1.31224], [-0.98078, 2.38402, -1.12542], [1.26740, 1.25318, -1.19054], [-2.79760, 1.30142, 0.19383], [-2.36375, -0.70128, 1.31741]], "atomic_forces_ev_per_a": [[-0.09, -0.05, 0.03], [-0.35, 0.06, 0.13], [0.10, 0.49, -0.33], [1.89, -1.01, -0.06], [-0.69, 0.60, -0.16], [-0.15, -0.35, 0.28], [-1.24, 0.65, 0.25], [0.27, -0.57, 0.27], [0.01, -0.04, -0.17], [0.13, 0.07, -0.09], [-0.12, 0.13, -0.03], [0.21, -0.02, -0.06], [-0.08, -0.01, 0.03], [0.12, 0.05, -0.07]], "largest_force_ha_per_bohr": 0.042, "total_energy_ha": -577.18137, "homo_ev": [-8.84, -9.03]}

***

Record 6
{"formula": "C5H4F2N2O2S", "method": "the ωB97M-V functional and the def2-TZVPD basis", "species": ["C", "C", "C", "C", "C", "N", "N", "O", "O", "F", "F", "S", "H", "H", "H", "H"], "xyz": [[-0.93937, 0.22114, 0.07798], [-1.37573, 0.00915, 1.33735], [0.91492, -0.39374, 0.23276], [0.31594, -1.15774, 2.25194], [-1.24534, 0.74969, -1.20810], [-0.80863, -0.57363, 2.39187], [1.17733, -1.09515, 1.20281], [2.14978, 1.25689, -1.23022], [1.66250, -1.09120, -2.09666], [-2.59326, 0.65696, 1.69377], [0.74471, -1.83746, 3.24125], [2.28606, -0.43529, -0.95856], [-0.41050, 0.99145, -1.89496], [-2.11028, 1.49281, -1.16094], [-1.79721, -0.07746, -1.74228], [2.02909, 1.28358, -2.13802]], "atomic_forces_ev_per_a": [[6.09, -1.90, 2.48], [-1.79, 2.66, -1.05], [-4.64, 1.70, -2.20], [-1.22, 1.12, -0.95], [-3.21, -0.03, -2.22], [0.13, -0.70, -0.13], [1.14, -1.36, 2.96], [0.82, -1.62, 2.97], [0.35, -0.21, -0.60], [1.47, -1.26, -0.61], [0.96, -1.24, 1.61], [-1.38, 1.93, -0.15], [-0.53, 0.25, 0.95], [1.53, -0.28, -0.04], [0.63, 0.47, 0.18], [-0.36, 0.46, -3.20]], "largest_force_ha_per_bohr": 0.133, "total_energy_ha": -1050.70265, "homo_ev": -9.59}

***

Record 7
{"formula": "C5H4F2N3O2", "method": "the ωB97M-V functional and the def2-TZVPD basis", "species": ["C", "C", "C", "C", "C", "N", "N", "N", "O", "O", "F", "F", "H", "H", "H", "H"], "xyz": [[2.24294, 0.70678, -1.04373], [1.54784, 0.45553, 0.97286], [-3.21030, -0.68765, 0.17775], [0.27915, -0.79285, -0.72198], [-1.61633, -0.02632, 0.34525], [3.07513, 1.37009, -0.25157], [2.59962, 1.28510, 0.97059], [1.26419, 0.10672, -0.30382], [-3.44332, -1.54040, 1.02359], [-3.92485, -0.01575, -0.54474], [-1.17015, -0.08430, 1.58988], [-1.55382, 1.25715, 0.03719], [2.48673, 0.47140, -2.00829], [0.93244, 0.08558, 1.70354], [0.16153, -0.81423, -1.76447], [0.32921, -1.77685, -0.18208]], "atomic_forces_ev_per_a": [[0.33, 0.21, 2.53], [1.77, 1.67, -2.34], [0.16, 0.95, 1.33], [-3.07, -0.77, 3.07], [1.01, -1.10, -1.89], [-0.64, 0.13, -1.92], [-0.96, -1.17, 2.62], [1.40, 0.47, -0.17], [0.70, -0.65, -0.17], [0.41, 0.13, -0.97], [0.04, -0.61, 0.87], [-0.12, 0.57, -0.58], [0.04, -0.38, -2.39], [-0.87, -0.27, 2.05], [-0.24, -0.15, -1.19], [0.05, 0.97, -0.85]], "largest_force_ha_per_bohr": 0.086, "total_energy_ha": -707.37810, "charge": -1, "homo_ev": -4.70}

***

Record 8
{"formula": "C5H4F6N2O", "method": "the ωB97M-V functional and the def2-TZVPD basis", "species": ["C", "C", "C", "C", "C", "N", "N", "O", "F", "F", "F", "F", "F", "F", "H", "H", "H", "H"], "xyz": [[0.87195, -0.97914, -0.58189], [1.23553, 0.14385, -0.03555], [-0.63079, -1.08792, -0.27864], [-2.20854, 0.68816, 0.53882], [2.61735, 0.60440, 0.17511], [0.11726, 0.92153, 0.45968], [-0.90185, 0.08691, 0.40640], [-1.43122, -1.54666, -1.28544], [1.51195, -1.90308, -1.29614], [-0.73688, -2.07765, 0.75556], [2.91293, 1.83141, -0.30974], [2.97052, 0.73345, 1.48726], [3.46167, -0.21310, -0.46091], [-0.08350, 2.03740, -0.54031], [-2.50295, 1.36098, -0.26582], [-2.83527, -0.15661, 0.76353], [-2.22487, 1.47041, 1.27078], [-2.14327, -1.91433, -0.80272]], "atomic_forces_ev_per_a": [[-1.67, -1.02, -1.26], [0.89, 1.57, 0.36], [0.74, -2.27, 0.05], [0.09, 0.09, -0.21], [1.90, 2.00, 0.25], [2.19, 0.71, 1.12], [-1.36, 1.63, -0.54], [1.36, 1.15, -0.40], [-0.61, 0.79, 1.18], [0.04, -0.31, -0.48], [-0.84, -0.06, -0.34], [-0.56, -1.03, -0.62], [-0.01, -0.54, 0.48], [0.21, -0.67, -0.39], [-0.09, -1.01, -1.05], [-0.98, 0.28, 0.05], [0.40, -0.35, 1.48], [-1.72, -0.98, 0.32]], "largest_force_ha_per_bohr": 0.054, "total_energy_ha": -976.74379, "smiles": "CN1N(F)C(C(F)(F)F)=C(F)[C@@]1(O)F", "homo_ev": -10.05}

***

Record 9
{"formula": "C5H4FN", "method": "the ωB97M-V functional and the def2-TZVPD basis", "species": ["C", "C", "C", "C", "C", "N", "F", "H", "H", "H", "H"], "xyz": [[-1.63186, -1.62644, 0.26742], [-1.10704, 0.91259, -0.22550], [-2.36311, 0.37520, -0.10952], [0.10086, -0.19951, -0.18319], [-0.35582, -1.47272, 0.56968], [-2.79544, -1.08139, -0.10954], [-3.57104, 0.96902, -0.06634], [-0.83801, 2.02081, -0.25548], [0.24543, -0.59039, -1.16368], [1.18031, 0.13708, 0.14254], [-0.07801, -2.28127, 1.07759]], "atomic_forces_ev_per_a": [[-4.43, 3.18, -1.63], [0.03, -1.34, 0.82], [-1.04, -1.00, 0.72], [0.88, 0.30, 0.50], [-3.00, 2.32, -2.18], [6.45, -0.82, 0.74], [1.20, 1.36, -0.21], [-0.76, -1.88, -0.05], [0.30, 0.48, -1.31], [-2.47, -0.30, -0.23], [2.83, -2.30, 2.84]], "largest_force_ha_per_bohr": 0.127, "total_energy_ha": -347.34617, "smiles": "FC1=CCC=C=N1", "homo_ev": [-8.49, -8.49]}

***

What is the formula in the ninth record? C5H4FN